Record 1
73
Properties=species:S:1:pos:R:3 method="wB97M-V/def2-TZVPD" total_energy_ha=-6703.38853 gap_ev="6.7 / 5.8" multiplicity=4
Co 0.07572 0.12569 0.13542
Cl -2.14316 6.46885 -0.46884
C -2.12133 4.75702 -0.25248
C -0.97525 4.07273 -0.53708
C -0.92156 2.67796 -0.32544
N 0.16001 1.90501 -0.49930
C 1.44447 2.45286 -0.45838
O 1.93147 3.27288 -1.18597
C 2.12426 1.96687 0.81818
C 3.20864 2.62571 1.35127
C 3.62651 2.28566 2.63307
C 2.93544 1.31054 3.32350
C 1.85940 0.68819 2.70524
N 1.46043 1.00041 1.47887
C -2.06055 1.98957 0.22980
C -3.25639 2.72904 0.43571
C -3.28027 4.07124 0.21554
Cl -4.73913 4.94015 0.53950
N -1.87350 0.68563 0.50011
C -2.95158 -0.02567 1.06570
O -3.54510 0.36065 2.04604
C -3.42085 -1.27961 0.36441
C -4.76442 -1.31108 0.00759
C -5.22663 -2.39464 -0.71735
C -4.34092 -3.41349 -1.02932
C -3.02920 -3.30203 -0.59361
N -2.56857 -2.25554 0.08557
H -0.11476 4.58992 -0.93833
H 3.68388 3.39860 0.76010
H 4.46753 2.79388 3.08882
H 3.20414 1.03799 4.33505
H 1.29756 -0.08579 3.21406
H -4.14086 2.23849 0.81174
H -5.41802 -0.49428 0.29073
H -6.25956 -2.44066 -1.03843
H -4.65563 -4.28000 -1.59673
H -2.30679 -4.08319 -0.81339
C -0.37192 -4.36268 3.43643
C -0.06750 -3.55013 2.20093
C 0.40686 -4.13144 1.01898
C 0.70816 -3.36610 -0.09951
C 0.53646 -2.00096 0.02727
Br -0.74223 -0.40951 -2.37916
N 0.05122 -1.48307 1.10347
C -0.26059 -2.17934 2.19589
H -0.17427 -5.41982 3.26465
H -1.41811 -4.25601 3.72870
H 0.24137 -4.03661 4.27743
H 0.54113 -5.20940 0.98075
H 1.04872 -3.82071 -1.02063
H -0.67863 -1.65035 3.04781
C 4.83517 1.40145 -2.84838
C 4.67792 0.45904 -1.64950
Sb 2.70993 -0.45579 -1.33317
C 3.68073 -1.62665 0.24220
C 4.30451 -2.94566 -0.22872
C 2.78065 -1.85662 -2.96418
C 2.46931 -1.20548 -4.31532
H 5.82271 1.87379 -2.84372
H 4.08589 2.19693 -2.83212
H 4.73763 0.86585 -3.79482
H 4.88799 0.98078 -0.71222
H 5.36023 -0.39446 -1.71365
H 2.95819 -1.81055 1.04071
H 4.45597 -0.96766 0.64459
H 3.55845 -3.60823 -0.67513
H 4.76649 -3.48472 0.60607
H 5.08442 -2.77514 -0.97622
H 2.05472 -2.63961 -2.73684
H 3.78717 -2.28236 -2.94838
H 1.45661 -0.80235 -4.32650
H 2.54695 -1.94598 -5.11826
H 3.16266 -0.39247 -4.54456

=====

Record 2
87
Properties=species:S:1:pos:R:3 method="wB97M-V/def2-TZVPD" e_above_lowest_kcal_mol=0.0 total_energy_ha=-6348.18460 gap_ev="7.0 / 6.5" multiplicity=5 total_charge=-1
Ir -0.62931 0.81381 0.28778
C 4.88683 -0.42044 1.48135
C 3.64748 -0.44266 2.29200
N 3.55850 -0.78779 3.53553
N 2.23313 -0.63631 3.82072
C 1.49314 -0.20273 2.78886
S -0.15827 0.06242 2.78737
N 2.42084 -0.07596 1.79704
N 2.13822 0.39494 0.52113
H 5.69972 -0.83111 2.07464
H 5.14843 0.59778 1.18619
H 4.76263 -1.01952 0.57862
H 1.86759 -0.89957 4.71691
H 2.95514 0.84399 0.13109
H 1.80506 -0.38859 -0.05042
Cl -1.94192 -1.47242 -1.99126
C -0.86582 -0.28431 -2.65171
C -0.23665 0.64907 -1.82088
C 0.60474 1.55277 -2.46864
Cl 1.49111 2.73505 -1.53994
C 0.79998 1.56840 -3.84788
Cl 1.83397 2.73442 -4.59596
C 0.15596 0.62350 -4.63529
Cl 0.39523 0.60434 -6.34360
C -0.67461 -0.31602 -4.03191
Cl -1.45096 -1.50491 -5.01476
F -7.75753 1.97540 -1.60797
C -6.60461 1.61872 -1.03794
C -6.59044 1.13098 0.25431
F -7.73681 1.02172 0.93525
C -5.39084 0.76552 0.83140
F -5.43604 0.30521 2.08394
C -4.16749 0.86587 0.16439
S -2.74288 0.34780 1.06340
C -4.22171 1.35933 -1.14089
F -3.14061 1.47552 -1.89150
C -5.41708 1.73176 -1.73302
F -5.43039 2.19395 -2.98563
C 1.30815 9.14715 0.03167
C 0.68995 7.78767 0.21403
C 0.39589 7.30566 1.48859
C -0.20113 6.06951 1.66340
C -0.50647 5.29228 0.55394
C -0.21939 5.74948 -0.72057
C 0.37439 6.99415 -0.88248
S -1.23922 3.69883 0.79236
O -1.51821 3.15421 -0.53755
O -2.38140 3.89576 1.64575
O -0.16617 2.86018 1.39818
H 1.93448 9.41406 0.88351
H 0.53934 9.91770 -0.06459
H 1.92303 9.18414 -0.86800
H 0.63886 7.90955 2.35605
H -0.43529 5.70291 2.65475
H -0.45592 5.12799 -1.57332
H 0.60114 7.34938 -1.88170
C 4.14366 -3.72477 -1.04652
C 2.76738 -4.21130 -0.61064
C 2.89007 -5.07228 0.64137
C 2.09439 -4.98027 -1.74180
O 2.01564 -3.00408 -0.37218
P 0.76227 -2.79772 0.63336
O 1.16514 -2.98001 2.04883
O 0.21374 -1.47209 0.16679
O -0.21805 -3.97955 0.14859
C -1.32077 -4.48028 0.95206
C -2.24860 -5.13566 -0.05919
C -2.03712 -3.34997 1.67895
C -0.77756 -5.50427 1.94037
H 4.77248 -4.56060 -1.35886
H 4.63626 -3.21086 -0.21937
H 4.04131 -3.03247 -1.88433
H 3.54039 -5.92426 0.42694
H 1.91873 -5.44718 0.95827
H 3.30805 -4.49591 1.46606
H 2.66725 -5.87986 -1.97948
H 2.03384 -4.35640 -2.63541
H 1.08428 -5.26542 -1.45412
H -2.59400 -4.40087 -0.78711
H -3.11439 -5.56745 0.44724
H -1.72504 -5.93035 -0.59410
H -2.38039 -2.59061 0.97744
H -1.38120 -2.86792 2.40467
H -2.90188 -3.75601 2.20898
H -0.32589 -6.34358 1.40577
H -1.58829 -5.89055 2.56251
H -0.02747 -5.03803 2.57814

=====

Record 3
69
Properties=species:S:1:pos:R:3 method="wB97M-V/def2-TZVPD" total_energy_ha=-3203.47627 gap_ev="7.3 / 8.0" multiplicity=2 total_charge=+1
Co -0.05968 -0.14272 0.04718
C 2.46295 2.79112 -2.11495
C 1.21395 2.21394 -1.51570
O 1.26610 1.17325 -0.84498
N 0.07351 2.88190 -1.73096
C -1.20100 2.50111 -1.13399
C -1.86624 1.34353 -1.83840
C -2.81278 1.55089 -2.82834
C -3.45229 0.46082 -3.39798
C -3.11090 -0.80846 -2.96060
C -2.13324 -0.93485 -1.99250
N -1.51850 0.11434 -1.43972
H 3.24599 2.78247 -1.35859
H 2.31861 3.80632 -2.47610
H 2.79546 2.15487 -2.93548
H 0.09503 3.67881 -2.34298
H -1.85003 3.37265 -1.14098
H -1.02629 2.21782 -0.09414
H -3.06046 2.55887 -3.13309
H -4.21385 0.60426 -4.15236
H -3.59972 -1.68981 -3.35003
H -1.83837 -1.91309 -1.63737
O -0.67876 -0.01266 1.75065
Si -0.77622 0.36553 3.30846
C -2.57632 0.46328 3.85126
C -3.58961 0.65944 2.91446
C -4.91390 0.78358 3.30992
C -5.24362 0.71037 4.65590
C -4.24809 0.50767 5.60091
C -2.92517 0.38478 5.20007
C 0.17621 -0.87324 4.36644
C -0.41707 -2.02893 4.87483
C 0.32940 -2.95946 5.58509
C 1.68400 -2.74699 5.79802
C 2.28877 -1.59770 5.30806
C 1.53769 -0.66931 4.60087
C 0.02308 2.06170 3.58841
C 0.59707 2.76850 2.53303
C 1.13546 4.03556 2.71538
C 1.12015 4.61380 3.97607
C 0.57924 3.91338 5.04544
C 0.03445 2.65246 4.85199
H -3.33657 0.70673 1.85984
H -5.68989 0.93691 2.57001
H -6.27487 0.80853 4.96990
H -4.50163 0.44328 6.65163
H -2.15863 0.21650 5.94949
H -1.47617 -2.20358 4.71775
H -0.14695 -3.84949 5.97698
H 2.26578 -3.47273 6.35214
H 3.34197 -1.41891 5.48900
H 2.01282 0.23713 4.23772
H 0.64788 2.30253 1.55415
H 1.56787 4.57129 1.87770
H 1.53221 5.60284 4.12936
H 0.58299 4.35079 6.03592
H -0.38590 2.12042 5.69882
C 3.00175 -0.95034 1.09556
C 2.35311 -1.87765 0.13003
N 1.13347 -1.77265 -0.36764
C 0.93629 -2.86136 -1.19120
C 2.05556 -3.62527 -1.19840
N 2.93992 -2.98803 -0.36068
H 2.33179 -0.12151 1.31098
H 3.93195 -0.55489 0.68592
H 3.22694 -1.46009 2.03333
H 0.01230 -3.03486 -1.71288
H 2.28929 -4.54043 -1.71182
H 3.86609 -3.30694 -0.13387

=====

Record 4
79
Properties=species:S:1:pos:R:3 method="wB97M-V/def2-TZVPD" e_above_lowest_kcal_mol=45.8 total_energy_ha=-3181.50930 gap_ev=3.5 total_charge=-2
Sc -0.98616 -0.77475 -0.17849
C -4.42501 -3.49423 -1.01458
C -2.98267 -3.02683 -1.15473
O -2.70436 -1.89078 -0.68372
C -2.08316 -3.85046 -1.81377
C -0.74678 -3.46176 -2.08659
C 0.11754 -4.39469 -2.89869
N -0.27281 -2.31382 -1.69035
N 1.01196 -2.04452 -2.13592
C 1.37524 -0.81207 -1.93114
O 0.67451 0.13547 -1.40413
C 2.74947 -0.52150 -2.44972
C 3.66920 -1.54058 -2.70699
C 4.93545 -1.24649 -3.18300
C 5.32421 0.07090 -3.40661
C 4.41375 1.09042 -3.17671
C 3.14092 0.78543 -2.71588
H -4.92331 -3.45363 -1.98645
H -4.45938 -4.52147 -0.64810
H -4.94798 -2.83799 -0.32095
H -2.41839 -4.81664 -2.16842
H -0.38255 -5.35273 -3.04296
H 0.33946 -3.95019 -3.87059
H 1.07051 -4.54672 -2.39213
H 3.36052 -2.55943 -2.52031
H 5.63560 -2.05177 -3.37597
H 6.32633 0.29748 -3.75211
H 4.69335 2.12354 -3.35369
H 2.40447 1.56509 -2.59156
N -1.07011 1.52177 1.12645
C -1.10418 2.59642 0.17502
C -1.65886 3.92847 0.71442
C -1.68018 5.10034 -0.28332
C -0.29043 5.72510 -0.64105
N 0.94037 4.96534 -0.34258
C 1.33979 3.87497 -1.02070
N 0.77782 3.53617 -2.16793
N 2.40497 3.19103 -0.54553
C -1.78303 2.08928 -1.14410
O -1.87981 2.90773 -2.10548
O -2.09146 0.89117 -1.16570
H -1.98898 1.25496 1.47364
H -0.45831 1.70468 1.90987
H -0.06909 2.73310 -0.09746
H -1.06950 4.21359 1.59681
H -2.67449 3.73411 1.06630
H -2.30545 5.90720 0.10866
H -2.14921 4.72521 -1.18645
H -0.16838 6.65410 -0.08259
H -0.26192 5.96631 -1.70386
H 1.07430 4.84162 0.65089
H -0.28121 3.43249 -2.11207
H 1.17010 2.66916 -2.52605
H 2.64487 3.40160 0.41437
H 2.33545 2.17846 -0.67469
N 0.39111 -1.21152 1.19012
C 1.56399 -1.11273 1.74816
C 2.39129 0.08241 1.66831
C 3.59905 0.20281 2.32627
C 4.11544 -0.83197 3.11061
C 3.37287 -2.02255 3.18388
C 2.16911 -2.17457 2.53563
H 2.01403 0.89075 1.04320
H 4.17476 1.12461 2.23094
H 5.05917 -0.72522 3.63567
H 3.76802 -2.85294 3.76771
H 1.61818 -3.10667 2.60042
F -4.89086 -3.47673 5.68629
C -4.26592 -2.76957 4.71034
C -4.35390 -1.39246 4.66110
F -5.06292 -0.74053 5.60862
C -3.73906 -0.69187 3.64809
F -3.85942 0.66017 3.64492
C -3.00583 -1.29330 2.58380
O -2.51329 -0.61435 1.64246
C -2.91872 -2.71548 2.71199
F -2.24578 -3.40331 1.78861
C -3.53826 -3.41575 3.72122
F -3.45608 -4.75889 3.76904

=====

Record 5
76
Properties=species:S:1:pos:R:3 method="wB97M-V/def2-TZVPD" e_above_lowest_kcal_mol=0.9 total_energy_ha=-3318.79948 gap_ev=5.1 total_charge=+4
Ta -0.44724 -1.50444 1.30720
S 1.23402 -0.44534 -0.21959
C 0.40913 0.12390 -1.61971
N 1.02053 0.49598 -2.69294
C 0.23915 1.06364 -3.81353
C -0.87549 1.91268 -3.27174
N -1.67618 1.12413 -2.30645
C -3.15874 1.37950 -2.33311
C -3.74698 0.87857 -3.62127
C -4.02924 -0.47729 -3.77941
C -4.56644 -0.93639 -4.97108
C -4.82611 -0.04476 -6.00548
C -4.55858 1.30805 -5.84711
C -4.01936 1.77096 -4.65523
C -1.08899 0.25195 -1.56382
S -1.95595 -0.86076 -0.55142
C 2.50319 0.44911 -2.89936
C 3.04801 1.84850 -2.98425
C 3.50988 2.34278 -4.19915
C 4.00906 3.63681 -4.27531
C 4.03919 4.43506 -3.14163
C 3.58066 3.94163 -1.92448
C 3.08784 2.64966 -1.84386
H -0.13314 0.24241 -4.43040
H 0.91798 1.67636 -4.40382
H -1.54505 2.20358 -4.07919
H -0.50853 2.81000 -2.76763
H -3.26924 2.46117 -2.23991
H -3.58591 0.90049 -1.45671
H -3.85963 -1.17170 -2.96239
H -4.80408 -1.98470 -5.09030
H -5.25597 -0.40347 -6.93084
H -4.78760 2.00447 -6.64209
H -3.85557 2.83559 -4.52104
H 2.65601 -0.09258 -3.83406
H 2.93632 -0.12607 -2.08500
H 3.50935 1.71388 -5.08285
H 4.38433 4.01455 -5.21656
H 4.43520 5.43976 -3.20060
H 3.63264 4.56084 -1.03912
H 2.76984 2.25176 -0.88391
N 2.73990 -1.82793 8.88158
C 2.21555 -1.80102 7.67485
C 0.82868 -2.11252 7.48422
C 0.28415 -2.09717 6.24806
C 1.11219 -1.76650 5.12813
C 2.49305 -1.43486 5.29771
C 3.02180 -1.45456 6.54207
S 0.45768 -1.78945 3.64191
O 1.33046 -1.19228 2.53536
O -0.01767 -3.04532 2.97934
N -0.95003 -0.98659 3.31626
C -0.83365 0.41841 3.22765
N -0.79457 1.23729 4.23855
C -0.69258 2.52981 3.91475
C -0.60801 2.96415 2.59054
C -0.61931 2.00826 1.60228
N -0.74920 0.71160 1.92715
H 2.18998 -2.07044 9.69313
H 3.71349 -1.61336 9.04199
H 0.21844 -2.35946 8.34305
H -0.76528 -2.32735 6.11306
H 3.10465 -1.17700 4.44391
H 4.06547 -1.21058 6.69063
H -0.67201 3.23419 4.73797
H -0.52181 4.01465 2.35388
H -0.52730 2.25946 0.55332
N 0.61879 -5.35454 -0.02903
C -0.21821 -4.46421 0.41233
O 0.09153 -3.22610 0.37260
C -1.54084 -4.93771 0.95882
I -2.81894 -3.32181 1.47935
H 1.52966 -5.07778 -0.37830
H 0.40030 -6.34405 -0.03005
H -1.38227 -5.52125 1.86573
H -2.07238 -5.54427 0.22638

=====

Record 6
67
Properties=species:S:1:pos:R:3 method="wB97M-V/def2-TZVPD" total_energy_ha=-1587.44277 gap_ev="3.2 / 4.5" multiplicity=5 total_charge=-1
Os 0.08885 1.80698 -0.62310
C 2.52319 1.72509 0.33473
C 2.60872 0.69517 -0.63275
C 2.13977 1.20938 -1.87350
H 2.96979 -0.29908 -0.46180
C 1.76957 2.58887 -1.68766
C 1.95880 2.89807 -0.28612
H 1.86535 3.87771 0.15692
H 2.87526 1.68202 1.35548
H 2.15163 0.69552 -2.82846
H 1.59525 3.29866 -2.47253
C -2.01662 1.67213 -0.44947
C -1.57566 2.96372 -0.05380
C -0.87810 3.53867 -1.16032
H -1.72777 3.44064 0.91742
C -0.92228 2.60622 -2.22702
C -1.62376 1.45841 -1.79378
H -1.83185 0.55879 -2.39143
H -2.59370 0.98646 0.15181
H -0.43222 4.52608 -1.16755
H -0.53371 2.77058 -3.24129
O 0.73828 -1.56141 -1.57125
C -0.01928 0.56949 -6.04291
C 0.53383 -0.67536 -5.89738
C 0.88778 1.76947 -5.89589
C -1.52189 0.69056 -5.96234
C 0.72014 -1.63309 -2.79578
H 1.59370 -0.79014 -5.67689
H -0.10994 -1.54336 -5.75666
H -0.12989 -2.00427 -3.43005
H 1.61006 -1.33960 -3.42339
H 1.07886 2.31960 -6.84735
H 1.82932 1.45245 -5.47010
H 0.41782 2.48530 -5.19140
H -2.02734 0.82450 -6.94106
H -1.77485 1.55113 -5.32575
H -1.92479 -0.20358 -5.47483
O 0.35831 2.55382 2.65720
C 0.12301 1.34657 2.45912
N -0.13227 0.39766 3.42193
C -0.27293 -0.93262 2.88266
C -0.26523 -0.62128 1.38357
O -0.58836 -1.42727 0.52092
N 0.06316 0.69487 1.22054
C 0.93671 -1.77127 3.30683
C 1.78867 -2.37295 2.37584
C 2.92629 -3.06560 2.82328
C 3.20235 -3.16422 4.18941
C 2.34588 -2.55420 5.11608
C 1.19798 -1.88447 4.67358
C -1.63407 -1.48621 3.24945
C -1.81582 -2.69791 3.91756
C -3.08573 -3.00547 4.42969
C -4.17159 -2.16006 4.17672
C -4.00069 -1.00798 3.39520
C -2.72835 -0.68349 2.91765
H -0.09210 0.64808 4.38757
H 1.56306 -2.32864 1.30750
H 3.59035 -3.51844 2.08914
H 4.07912 -3.71273 4.53695
H 2.55539 -2.58960 6.18363
H 0.50188 -1.45489 5.40013
H -0.97041 -3.37532 4.05097
H -3.20829 -3.90601 5.02937
H -5.15779 -2.39819 4.57350
H -4.83384 -0.34898 3.15348
H -2.58699 0.21509 2.30776